ORCA calculation (wB97M-V/def2-TZVPD) on a 10-piece molecular cluster, C30H80O10 overall.

As for the HOMO energy (spin up / spin down): 0.69 / -7.30 eV. The relative energy (zero: lowest compared OMol25 entry of this formula, charge and spin) comes out at 110.6 kJ/mol. For the LUMO energy (spin up / spin down), the calculation gives 2.2 / 2.1 eV. Its expectation value of S² is 0.750. The total energy is -52879.59367 eV. Its total charge is -1. The spin multiplicity is 2.

Geometry as XYZ:
```
120
Properties=species:S:1:pos:R:3:forces:R:3
O -20.159 -10.831 0.647 1.091 1.167 -2.106
O -18.754 -13.274 5.737 -0.911 -1.390 -0.375
O -22.893 -9.113 9.154 0.577 -0.689 0.787
O -16.250 -14.410 5.244 -0.193 -1.066 1.152
O -22.513 -14.301 10.368 0.061 -0.496 -0.812
O -13.632 -12.690 11.283 1.430 -1.281 -0.540
O -14.791 -14.506 2.545 -0.447 0.192 0.696
O -21.142 -14.662 5.062 -0.505 -0.317 -0.246
O -11.882 -12.995 9.138 1.792 1.727 1.413
O -12.125 -7.560 8.563 0.573 1.663 0.262
C -13.941 -9.054 8.793 -1.025 0.139 -0.174
C -13.564 -12.856 7.459 -1.178 -0.602 0.343
C -13.034 -8.523 6.485 -0.371 0.775 0.999
C -11.370 -13.949 7.033 -0.414 -0.587 0.761
C -15.531 -11.387 10.997 -0.034 1.717 0.620
C -17.299 -11.927 7.072 -0.693 0.599 -0.366
C -14.161 -11.433 11.643 -0.405 -2.112 0.844
C -13.319 -7.951 7.927 0.979 -1.897 -0.442
C -18.528 -11.964 6.091 1.135 1.169 1.116
C -16.854 -13.356 1.881 0.745 0.694 0.881
C -22.298 -14.406 5.863 0.872 -0.548 0.297
C -23.968 -10.667 7.663 0.859 -0.175 -0.822
C -24.036 -8.166 7.361 0.719 -0.571 -1.192
C -21.210 -14.080 10.924 -0.658 0.036 0.487
C -22.875 -15.749 6.210 -0.256 -0.948 0.302
C -20.875 -11.299 1.725 -0.173 -0.846 0.522
C -14.651 -12.911 0.836 -0.103 1.323 -0.162
C -15.327 -13.228 2.174 -0.098 -0.732 -2.103
C -23.294 -13.611 5.079 -0.980 0.345 -0.044
C -21.457 -14.015 12.406 1.179 0.354 0.695
C -19.880 -11.892 2.684 0.019 -0.708 1.029
C -17.427 -16.411 4.513 0.729 -0.558 0.861
C -20.660 -12.828 10.289 0.109 -0.471 -0.216
C -23.132 -9.369 7.780 -2.640 0.647 0.705
C -19.782 -11.412 6.736 0.327 0.545 0.229
C -21.933 -12.265 1.234 -0.516 -0.056 0.361
C -12.452 -13.658 8.104 0.111 -0.587 -1.384
C -16.401 -15.889 5.540 -0.445 2.388 -0.835
C -14.185 -11.348 13.200 0.463 0.525 -0.814
C -15.043 -16.568 5.530 -0.810 0.043 -0.786
H -19.309 -12.723 2.272 -0.257 0.104 -0.505
H -10.904 -13.019 6.707 -0.387 0.072 -0.366
H -12.415 -9.412 6.604 -0.475 -0.389 -0.205
H -19.829 -11.897 7.711 -0.532 0.054 -0.067
H -13.985 -7.092 7.844 0.238 0.151 0.256
H -23.544 -14.183 4.186 0.136 0.139 -0.253
H -25.047 -8.196 7.767 0.191 -0.400 0.360
H -13.566 -12.995 0.783 0.018 0.018 0.566
H -20.227 -11.457 -0.078 0.086 -0.015 -0.019
H -23.464 -11.499 8.155 -0.226 0.102 0.496
H -14.261 -15.983 6.014 -0.243 -0.091 0.202
H -23.030 -12.587 4.815 0.495 -0.092 -0.082
H -14.931 -9.262 8.387 -0.037 -0.571 -0.113
H -14.139 -8.826 9.840 0.192 0.833 -0.027
H -13.329 -11.799 7.329 0.404 -0.187 -0.620
H -15.024 -13.513 0.008 -0.328 -0.286 0.146
H -20.559 -14.931 10.726 0.089 -0.067 -0.267
H -16.267 -12.018 11.494 0.226 -0.195 0.033
H -23.605 -7.208 7.656 0.189 -0.051 -0.150
H -21.347 -10.414 2.152 -0.221 -0.078 0.323
H -14.902 -12.007 13.689 -0.630 0.336 -0.407
H -14.926 -11.884 0.597 0.166 0.174 -0.307
H -17.209 -12.537 1.255 0.098 0.107 0.017
H -16.382 -12.035 6.493 0.061 -0.092 0.149
H -19.716 -10.338 6.908 0.388 0.114 0.141
H -12.483 -7.882 5.797 0.091 0.526 0.431
H -22.091 -8.596 9.253 0.074 0.028 -0.024
H -15.084 -12.485 2.933 -0.061 -0.197 0.076
H -21.925 -14.918 12.800 -0.299 0.045 -0.234
H -19.614 -12.666 10.549 -0.081 0.283 0.375
H -20.497 -13.961 12.920 0.193 0.202 0.216
H -13.422 -10.771 11.192 -0.377 0.543 0.241
H -23.698 -15.679 6.921 -0.436 0.245 -0.342
H -20.344 -12.342 3.561 -0.186 0.250 0.225
H -24.003 -11.008 6.629 0.183 0.274 -0.381
H -20.706 -11.500 6.164 0.048 -0.640 -0.135
H -16.929 -16.527 3.551 -0.112 -0.040 -0.116
H -22.567 -11.763 0.503 -0.254 0.119 0.167
H -17.405 -13.295 2.819 -0.134 -0.327 -0.063
H -17.880 -13.655 5.624 0.582 -0.768 -0.336
H -18.211 -11.436 5.192 -0.234 0.574 -0.110
H -17.757 -17.382 4.882 -0.095 -0.259 -0.299
H -17.344 -12.696 7.843 -0.182 -0.312 -0.197
H -22.198 -9.471 7.228 -0.068 0.197 -0.169
H -20.652 -12.989 9.211 -0.215 0.070 -0.034
H -14.299 -10.292 13.444 -0.353 -0.073 0.516
H -24.152 -8.214 6.279 -0.045 0.376 -0.250
H -22.184 -16.397 6.748 0.489 0.178 -0.236
H -21.547 -13.143 0.716 0.502 -0.065 0.131
H -22.519 -12.633 2.075 -0.213 0.010 -0.095
H -15.002 -14.986 1.740 0.228 -0.798 0.149
H -22.539 -15.252 10.241 -0.488 -0.100 -0.183
H -22.067 -13.996 6.846 0.415 0.755 -0.154
H -15.172 -17.554 5.976 0.334 -0.055 0.045
H -18.319 -15.793 4.409 0.203 0.192 0.178
H -14.030 -13.427 11.751 -0.340 0.023 0.176
H -12.839 -14.560 8.578 -0.360 -0.708 -0.843
H -25.026 -10.582 7.910 0.238 0.219 0.667
H -14.801 -16.669 4.473 0.457 -0.230 -0.001
H -11.437 -8.229 8.588 -0.383 -0.403 -0.267
H -17.262 -10.992 7.631 0.041 0.268 -0.185
H -22.022 -13.120 12.666 -0.196 -0.130 0.017
H -13.260 -11.705 13.653 0.454 0.252 -0.441
H -21.321 -11.995 10.528 0.261 0.217 -0.020
H -20.373 -14.124 5.265 0.252 0.482 0.496
H -17.070 -14.284 1.353 0.063 -0.116 0.123
H -19.144 -11.157 3.010 -0.123 0.154 -0.010
H -15.531 -11.582 9.925 0.217 -0.003 0.114
H -13.940 -13.411 6.600 0.253 0.531 -0.632
H -15.900 -14.261 4.362 0.243 -0.603 -0.290
H -13.341 -9.961 8.876 0.125 -0.084 -0.636
H -15.828 -10.354 11.181 -0.741 0.253 -0.361
H -16.827 -15.898 6.544 -0.050 0.147 -0.037
H -23.159 -16.268 5.294 -0.269 -0.125 0.046
H -14.009 -8.651 6.014 0.089 -0.770 -0.084
H -10.539 -14.569 7.370 -0.094 -0.072 0.512
H -24.232 -13.513 5.625 -0.102 -0.078 0.241
H -14.474 -12.829 8.059 0.047 -0.090 0.637
H -11.856 -14.537 6.255 0.142 0.421 -0.470
H -12.530 -12.908 9.842 -0.290 0.109 0.613
```
Positions in Å, forces in eV/Å.